(1)
DFT (ωB97M-V/def2-TZVPD) results for 2 unconnected molecules or ions with the total composition C20H16N4 in a non-equilibrium geometry.

## Properties
E_LUMO	-1.44	eV
energy above the lowest of the compared OMol25 structures with the same formula, charge and spin	34.4	kcal/mol
E_tot	-26957.6985	eV

ORCA input file:
```
! RIJCOSX wB97M-V def2-TZVPD def2/J DEFGRID3
* xyz 0 1
C -3.34236 0.46801 3.27267
C -3.06836 1.04104 1.95709
N -3.11726 0.35246 0.82990
C -3.21817 0.91618 -0.46910
C -3.40506 2.24270 -0.80419
C -3.55999 2.54266 -2.17309
C -3.53168 1.52139 -3.14198
C -3.37634 0.17671 -2.77398
C -3.24569 -0.12995 -1.41698
C -3.16032 -1.37376 -0.69682
C -3.10956 -1.06830 0.68885
C -2.99812 -2.05276 1.64565
C -2.92285 -3.38988 1.21194
C -2.97633 -3.70753 -0.15739
C -3.09725 -2.70081 -1.12504
H -3.64900 1.30694 3.90820
H -4.16816 -0.25183 3.23874
H -2.44889 0.02963 3.74009
H -3.03658 2.12435 1.84061
H -3.43908 3.00066 -0.02421
H -3.70339 3.57631 -2.48096
H -3.63925 1.77976 -4.19761
H -3.35584 -0.63409 -3.49951
H -2.98040 -1.79294 2.69793
H -2.82071 -4.18230 1.95255
H -2.91978 -4.75199 -0.46847
H -3.12758 -2.91220 -2.19442
C 3.19649 1.32338 1.24571
C 1.81021 1.29672 1.09429
C 1.05287 0.73245 2.12820
C 1.67267 0.17412 3.27965
C 3.06979 0.20973 3.42433
C 3.81602 0.79179 2.39888
N 0.65206 -0.27723 4.10384
N -0.49615 0.02532 3.47898
N -0.31967 0.63259 2.29895
H 3.82443 1.76315 0.46757
H 1.28395 1.68597 0.22717
H 3.50859 -0.20665 4.33120
H 4.90327 0.84006 2.48396
*
```

---

(2)
DFT (ωB97M-V/def2-TZVPD) results for a single C7H11O2P molecule in a non-equilibrium geometry.

## Properties
E_LUMO (alpha / beta)	-2.65 / -2.64	eV
energy above the lowest of the compared OMol25 structures with the same formula, charge and spin	42.2	kcal/mol
E_tot	-20817.5363	eV

ORCA input file:
```
! RIJCOSX wB97M-V def2-TZVPD def2/J DEFGRID3
* xyz 0 1
C 0.53596 -1.42381 -2.82111
C 0.71844 -1.28557 -1.60426
C 0.70299 0.90379 0.25380
C 0.81065 -1.48111 -0.24706
C 1.18213 -0.48086 0.75191
C 0.71915 -0.71200 2.21514
C -1.76352 1.57577 -1.20038
O -1.75636 1.60579 1.59869
O -1.50853 -0.74308 0.20876
P -1.26601 0.78455 0.41270
H 0.38227 -1.28435 -3.85687
H 0.99305 1.71193 0.91311
H 1.01230 1.04056 -0.67993
H 0.65279 -2.54150 -0.01540
H 2.24235 -0.50682 0.75025
H 1.41793 -1.32987 2.83062
H -0.24638 -1.16567 2.20099
H 0.71454 0.36483 2.69219
H -1.12618 1.02552 -1.84421
H -2.81251 1.24658 -1.38042
H -1.60508 2.69532 -1.17851
*
```

---

(3)
DFT (ωB97M-V/def2-TZVPD) results for a molecular structure, C34H39N2O4W in a non-equilibrium geometry.

## Properties
E_LUMO (alpha / beta)	-3.65 / -4.72	eV
expectation value of S²	2.0133
E_tot	-48878.4007	eV

ORCA input file:
```
! RIJCOSX wB97M-V def2-TZVPD def2/J DEFGRID3
* xyz 1 3
O -0.51312 -1.16010 -3.58708
C -0.59227 -0.02589 -4.53428
C -0.42535 -0.83886 -5.80438
H 0.25634 0.65661 -4.36354
H -1.56341 0.50440 -4.49109
C -0.41734 -2.00519 -4.78111
H 0.52901 -0.67549 -6.31000
H -1.24935 -0.84775 -6.51050
C 0.88939 -2.76363 -4.93010
H 1.73895 -2.17378 -4.58476
H 0.99422 -2.96229 -5.99648
H 0.87559 -3.73572 -4.42147
C -1.60587 -2.89743 -4.98953
H -2.49892 -2.29828 -5.19978
H -1.80521 -3.54218 -4.12895
H -1.36527 -3.52419 -5.85919
W -0.55153 -1.61549 -0.38746
C -2.89614 -1.54074 0.68175
C -2.56775 -0.17420 0.45557
C -2.30254 0.00802 -0.93929
H -2.61261 0.61336 1.21499
C -2.50176 -1.26860 -1.58575
C -2.81502 -2.23242 -0.57368
H -3.07397 -3.27435 -0.74680
H -3.21218 -1.97563 1.62866
H -2.04601 0.93627 -1.44953
H -2.56574 -1.44633 -2.65048
C 0.28960 -3.33997 0.65387
C -0.33897 -3.78710 -0.55795
C 0.30884 -3.13486 -1.65650
H -1.11175 -4.54555 -0.65817
C 1.32771 -2.25561 -1.13916
C 1.35720 -2.44656 0.28412
H 2.15869 -2.13905 0.93723
H 0.07106 -3.66146 1.66652
H 0.22524 -3.42649 -2.68618
H 1.99339 -1.62685 -1.71714
O 2.15291 2.74376 -3.59293
C 1.34396 2.03744 -2.62612
C -0.05129 2.67848 -2.52628
H 1.83253 2.08922 -1.64274
H 1.33167 0.96283 -2.88196
C 0.12687 4.08146 -3.17356
H -0.44052 2.69447 -1.50938
H -0.75435 2.12746 -3.17305
C 1.48507 3.99908 -3.87488
H 0.13252 4.84821 -2.39383
H -0.68547 4.32846 -3.86177
H 2.17982 4.81031 -3.57176
H 1.33328 4.05828 -4.96169
O 1.17897 1.17344 0.03091
C 0.68720 0.78711 1.09116
N 0.78751 1.46625 2.28385
C 0.45536 0.66029 3.43729
C -0.03166 -0.61312 2.72532
O -0.39814 -1.63783 3.29530
N 0.02356 -0.40812 1.34584
C 1.71693 0.48635 4.30358
C 2.63416 -0.51785 4.00150
C 3.81363 -0.62660 4.75377
C 4.09046 0.28580 5.77580
C 3.17386 1.29898 6.06488
C 2.00550 1.41955 5.31028
C -0.69367 1.27688 4.22673
C -1.07285 0.68778 5.43780
C -2.08223 1.26831 6.20678
C -2.71123 2.43305 5.76930
C -2.33456 3.01172 4.55206
C -1.33943 2.42440 3.76295
H 1.39243 2.28251 2.29296
H 2.43484 -1.24805 3.20482
H 4.50200 -1.44242 4.54335
H 5.00151 0.19821 6.37287
H 3.34472 1.99857 6.87845
H 1.28932 2.22039 5.50397
H -0.54303 -0.20517 5.78132
H -2.37030 0.78073 7.13487
H -3.47341 2.90439 6.38991
H -2.82512 3.91974 4.21108
H -1.02648 2.87862 2.81889
*
```

---

(4)
DFT (ωB97M-V/def2-TZVPD) results for a molecular structure, C2HCsO3 in a non-equilibrium geometry.

## Properties
E_LUMO (alpha / beta)	-3.92 / -4.73	eV
expectation value of S²	0.7912
energy above the lowest of the compared OMol25 structures with the same formula, charge and spin	177.8	kcal/mol
E_tot	-8764.8589	eV

ORCA input file:
```
! RIJCOSX wB97M-V def2-TZVPD def2/J DEFGRID3
* xyz 1 2
O 0.94449 -1.47694 0.30615
H 0.68159 -2.43353 0.25147
O -0.54944 0.46933 0.34715
O 0.10558 0.82236 -0.80947
C -0.31765 -0.75647 0.66141
C -0.02617 -1.28085 1.89179
Cs -0.83840 4.65610 -2.64849
*
```

---

(5)
DFT (ωB97M-V/def2-TZVPD) results for 6 unconnected molecules or ions with the total composition C24H36O18 in a non-equilibrium geometry.

## Properties
E_LUMO	0.18	eV
SMILES	C[C@H]1COC(=O)O1.C[C@H]1COC(=O)O1.C[C@H]1COC(=O)O1.C[C@H]1COC(=O)O1.C[C@H]1COC(=O)O1.C[C@H]1COC(=O)O1
energy above the lowest of the compared OMol25 structures with the same formula, charge and spin	92.3	kcal/mol
E_tot	-62325.3261	eV

ORCA input file:
```
! RIJCOSX wB97M-V def2-TZVPD def2/J DEFGRID3
* xyz 0 1
C 21.70774 12.89057 -6.58350
C 20.83327 13.91696 -5.83144
C 19.44835 14.39506 -6.33648
O 18.66059 14.36151 -5.11630
C 19.31719 13.74530 -4.19822
O 18.79657 13.44848 -3.11471
O 20.47582 13.32331 -4.59100
H 22.63558 12.56493 -6.11321
H 22.05689 13.38662 -7.48910
H 21.12639 12.00831 -6.85136
H 21.47177 14.78561 -5.67065
H 19.09348 13.64687 -7.04528
H 19.64995 15.34675 -6.82814
C 17.09491 16.72257 1.24489
C 18.45305 16.08558 1.65517
C 19.20463 16.84194 2.67826
O 19.32286 15.88334 3.71076
C 18.65714 14.74835 3.40222
O 18.58451 13.74052 4.07051
O 18.14894 14.84639 2.21275
H 17.09946 17.77074 0.94584
H 16.38120 16.71568 2.06871
H 16.64653 16.13689 0.44238
H 18.93744 15.85352 0.70669
H 18.55651 17.61293 3.09494
H 20.14284 17.24502 2.29696
C 21.89881 25.43842 -7.89781
C 20.57750 25.88360 -7.28324
C 19.91268 24.85397 -6.40151
O 19.46799 25.63018 -5.30277
C 19.97884 26.84137 -5.43999
O 19.75480 27.71721 -4.58061
O 20.78173 26.97070 -6.48025
H 22.42202 26.26807 -8.37323
H 21.70224 24.59377 -8.55814
H 22.51881 25.07957 -7.07627
H 19.88587 26.13385 -8.08769
H 20.61054 24.05852 -6.14008
H 19.06288 24.41274 -6.92232
C 25.64189 16.25707 -4.61229
C 25.51289 15.26302 -3.38373
C 26.31366 15.48721 -2.11458
O 25.29659 15.77867 -1.21965
C 24.08972 15.62220 -1.74006
O 23.01011 15.68639 -1.14725
O 24.15603 15.45125 -2.98992
H 26.65014 16.22387 -5.02513
H 25.44879 17.27597 -4.27665
H 24.99138 16.08051 -5.46889
H 25.73172 14.28559 -3.81365
H 26.96925 16.35753 -2.08530
H 26.95383 14.63145 -1.90020
C 14.48589 21.16388 -5.78390
C 14.22615 19.77449 -6.29768
C 14.15403 19.71416 -7.80483
O 15.48367 19.79777 -8.22727
C 16.21827 19.29246 -7.27464
O 17.42010 19.04763 -7.47240
O 15.42003 19.02015 -6.19006
H 15.26379 21.75915 -6.26206
H 14.77714 21.05280 -4.73942
H 13.68958 21.88634 -5.96287
H 13.41572 19.31681 -5.73039
H 13.54185 20.55965 -8.11868
H 13.72778 18.77987 -8.17020
C 18.95676 20.15148 -2.40752
C 20.36975 19.71179 -2.71606
C 20.35712 18.62690 -3.75189
O 21.42286 19.03289 -4.57222
C 21.74801 20.30195 -4.31742
O 22.55106 20.89165 -4.98941
O 21.06924 20.74927 -3.29033
H 18.33675 19.26487 -2.27488
H 18.50514 20.75152 -3.19751
H 18.92642 20.73058 -1.48457
H 20.82185 19.48210 -1.75120
H 19.50719 18.59510 -4.43360
H 20.51789 17.69194 -3.21515
*
```